[1]
{
  "formula": "C10H38B5Br6O4S2V",
  "method": "ωB97M-V/def2-TZVPD",
  "species": ["V", "B", "H", "H", "H", "H", "B", "H", "H", "H", "H", "B", "H", "H", "H", "H", "B", "H", "H", "H", "H", "B", "H", "H", "H", "H", "C", "Br", "Br", "Br", "H", "C", "Br", "Br", "Br", "H", "C", "C", "C", "S", "O", "O", "C", "H", "H", "H", "H", "H", "H", "H", "H", "C", "C", "C", "S", "O", "O", "C", "H", "H", "H", "H", "H", "H", "H", "H"],
  "xyz": [[-1.36467, -2.07060, -0.38559], [-0.28462, -0.22632, -1.03276], [-0.87995, 0.54452, -1.49711], [-0.24712, -1.11882, -1.63797], [0.71733, 0.17270, -0.99913], [-0.60622, -0.39829, -0.01726], [-2.33952, -2.06402, 1.70660], [-3.20254, -1.86355, 2.32243], [-2.61651, -2.69456, 0.87598], [-1.75880, -1.22727, 1.35042], [-1.72619, -2.66402, 2.36087], [0.46663, -2.85152, 0.71423], [-0.47344, -3.37767, 0.77487], [0.38376, -1.96351, 1.32152], [1.28760, -3.44213, 1.09030], [0.54309, -2.48821, -0.29889], [-1.42537, -3.93741, -1.70489], [-2.30622, -3.68229, -1.13634], [-1.75864, -4.58914, -2.49762], [-0.92429, -3.11541, -2.19222], [-0.67395, -4.43653, -1.11287], [-3.23341, -1.21758, -1.31549], [-3.91918, -0.66827, -1.94176], [-2.74436, -0.68039, -0.51768], [-3.75325, -2.06352, -0.89313], [-2.45524, -1.66076, -1.91740], [1.40080, -0.34099, -4.40309], [3.34750, 0.09537, -4.09913], [1.00154, -2.25548, -4.10927], [0.87855, 0.27251, -6.21925], [0.86843, 0.18669, -3.61174], [0.62572, 3.66241, -1.69767], [-0.73077, 5.05530, -1.87204], [1.97667, 4.43889, -0.38191], [1.80063, 3.22579, -3.30710], [0.21458, 2.69160, -1.42089], [-1.13564, 2.77065, 1.27014], [-2.34270, 2.35064, 0.43093], [-3.42001, 1.83914, 1.41986], [-2.76272, 1.74283, 3.07313], [-3.02317, 0.46660, 3.65968], [-2.99224, 3.01973, 3.74986], [-1.03854, 1.79028, 2.44027], [-1.43065, 3.73616, 1.68107], [-0.16447, 2.88784, 0.78932], [-2.14520, 1.54441, -0.27552], [-2.87530, 3.18559, -0.02437], [-3.80747, 0.85351, 1.16196], [-4.39507, 2.32548, 1.44867], [-0.86890, 0.72364, 2.29337], [-0.51054, 2.12635, 3.33267], [3.54206, 1.68372, 0.78706], [4.33482, 0.76401, -0.20937], [4.03583, -0.65252, -0.02364], [3.90203, -0.80960, 1.75877], [5.23146, -0.95846, 2.30975], [2.90863, -1.83973, 2.08404], [3.28316, 0.89425, 2.13720], [2.54464, 1.91746, 0.41475], [4.01799, 2.65953, 0.88394], [5.35769, 1.11982, -0.08592], [3.98364, 0.96278, -1.22193], [4.66733, -1.41932, -0.47232], [3.08758, -0.90888, -0.49607], [3.71041, 1.23379, 3.08074], [2.21682, 0.74292, 2.30484]],
  "lowdin_charge": [0.700, -0.472, -0.014, -0.044, -0.006, -0.026, -0.393, -0.015, -0.025, -0.037, -0.016, -0.420, -0.037, -0.021, -0.004, -0.035, -0.422, -0.025, -0.021, -0.073, -0.028, -0.412, -0.014, -0.059, -0.020, -0.043, -1.455, 0.455, 0.657, 0.486, -0.057, -1.371, 0.563, 0.528, 0.494, -0.040, -0.218, -0.187, -0.222, 0.671, -0.308, -0.367, -0.194, 0.108, 0.052, 0.080, 0.096, 0.102, 0.098, 0.100, 0.097, -0.223, -0.249, -0.243, 0.695, -0.357, -0.328, -0.168, 0.030, 0.072, 0.113, 0.067, 0.119, 0.110, 0.090, 0.085],
  "fmax_ha_per_bohr": 0.0889,
  "e_homo_ev": [-2.39, -3.14],
  "spin_multiplicity": 3,
  "de_lowest_kcal_mol": 74.8,
  "energy_ha": -18012.99298,
  "s2": 2.01,
  "charge": -2
}


[2]
{
  "formula": "C10H38N4O9",
  "method": "ωB97M-V/def2-TZVPD",
  "species": ["C", "C", "O", "H", "H", "H", "H", "H", "H", "C", "O", "N", "N", "H", "H", "H", "H", "C", "O", "N", "N", "H", "H", "H", "H", "C", "O", "H", "H", "H", "H", "C", "O", "H", "H", "H", "H", "C", "O", "H", "H", "H", "H", "C", "O", "H", "H", "H", "H", "C", "O", "H", "H", "H", "H", "C", "O", "H", "H", "H", "H"],
  "xyz": [[0.75512, 0.05339, 2.51593], [0.87305, 0.82281, 1.21401], [-0.12606, 0.42424, 0.31912], [0.95488, -1.05720, 2.37094], [-0.26772, 0.18196, 2.96591], [1.56119, 0.56603, 3.14471], [1.75433, 0.48030, 0.75147], [0.79732, 1.87475, 1.41831], [0.14031, 0.69691, -0.58159], [-1.72587, -2.57882, 2.07058], [-1.16181, -2.53491, 3.27358], [-1.61639, -1.65192, 1.15746], [-2.34118, -3.62460, 1.69696], [-1.00493, -0.77016, 1.20274], [-1.97490, -1.90935, 0.26102], [-2.28891, -4.28337, 2.43252], [-2.75976, -3.77070, 0.77950], [0.56575, 1.14477, -2.73783], [0.46392, 2.05504, -1.75672], [1.64098, 0.96488, -3.44223], [-0.35231, 0.32371, -3.07489], [2.36947, 1.64852, -3.52040], [1.75694, 0.13847, -4.06659], [-1.26123, 0.36197, -2.63002], [-0.18662, -0.51381, -3.63308], [-0.41289, 4.46916, 0.28166], [-0.88858, 4.24972, -1.00145], [0.68725, 4.63756, 0.23314], [-0.63976, 3.69625, 1.00282], [-0.88480, 5.36358, 0.63907], [-0.38865, 3.51544, -1.32584], [-3.26919, 0.82614, 2.65245], [-3.86631, -0.27134, 1.95124], [-4.06167, 1.42191, 3.11730], [-2.71641, 1.46532, 1.92509], [-2.55507, 0.50047, 3.43630], [-3.14545, -0.83652, 1.70370], [4.01183, 1.25932, -0.77699], [3.23979, 0.10973, -1.24606], [4.62196, 1.08079, 0.08700], [3.34504, 2.12966, -0.52958], [4.62793, 1.69835, -1.59266], [2.95431, 0.46001, -2.09627], [3.32172, -2.49708, 0.90405], [4.13493, -2.40012, -0.23331], [3.86774, -3.18153, 1.57774], [2.36034, -2.87330, 0.65584], [3.14500, -1.54477, 1.41778], [4.00426, -1.49406, -0.54784], [-3.09179, 1.05908, -1.03170], [-2.84434, 0.27424, -2.30738], [-2.62538, 2.06042, -1.01424], [-2.59271, 0.55353, -0.19188], [-4.13331, 1.03592, -0.84421], [-3.17775, 0.67262, -3.07849], [0.19877, -2.62790, -1.27361], [0.00878, -3.63142, -0.35549], [0.79276, -1.87187, -0.78579], [-0.76752, -2.16838, -1.54669], [0.75470, -2.85484, -2.18947], [-0.58107, -3.32896, 0.25238]],
  "lowdin_charge": [-0.075, -0.314, -0.136, 0.086, 0.072, 0.109, 0.073, 0.101, 0.048, -0.699, -0.059, 0.145, 0.189, 0.106, 0.104, 0.126, 0.146, -0.605, -0.065, 0.154, 0.210, 0.129, 0.158, 0.046, 0.140, -0.187, -0.120, 0.092, 0.059, 0.069, -0.012, -0.143, -0.138, 0.079, 0.070, 0.080, -0.019, -0.112, -0.153, 0.075, 0.086, 0.086, 0.019, -0.164, -0.123, 0.093, 0.045, 0.070, 0.023, -0.029, -0.136, 0.087, 0.042, 0.070, 0.059, -0.184, -0.062, 0.057, 0.074, 0.091, -0.033],
  "fmax_ha_per_bohr": 0.1671,
  "e_homo_ev": -9.48,
  "de_lowest_kcal_mol": 58.6,
  "energy_ha": -1299.85508
}


[3]
{
  "formula": "C10H39BN9O8",
  "method": "ωB97M-V/def2-TZVPD",
  "species": ["N", "H", "H", "H", "H", "N", "H", "H", "H", "H", "B", "H", "H", "H", "H", "C", "O", "O", "O", "C", "O", "C", "C", "N", "C", "C", "O", "C", "H", "H", "H", "H", "H", "H", "H", "H", "H", "H", "H", "H", "H", "H", "H", "C", "O", "N", "N", "H", "H", "H", "H", "C", "O", "N", "N", "H", "H", "H", "H", "C", "O", "N", "N", "H", "H", "H", "H"],
  "xyz": [[0.48365, -0.15013, 0.52926], [0.89726, -0.98112, 0.13113], [-0.34490, -0.24128, 1.09960], [0.20571, 0.30444, -0.32879], [1.20389, 0.31477, 1.06332], [4.55481, 2.17175, 0.54591], [5.32791, 1.98856, 1.16949], [4.67132, 1.74513, -0.36212], [4.62539, 3.17614, 0.46636], [3.69743, 1.83944, 0.96373], [1.99393, -2.19484, -0.84019], [0.95895, -2.19274, -0.53517], [2.26836, -1.15784, -0.95666], [2.55018, -2.63027, -0.02458], [2.12429, -2.77995, -1.73735], [3.06188, 0.61206, 2.98329], [2.36196, 0.36617, 3.95866], [4.29101, 0.42756, 3.20664], [2.62370, 0.90280, 1.88423], [0.93085, 4.14631, -4.72022], [1.05493, 3.15784, -3.63962], [0.81074, 1.90993, -3.95098], [0.89549, 1.02320, -2.77432], [-0.31523, 1.10148, -1.92080], [-1.30165, 0.19760, -2.37042], [-2.66468, 0.73543, -1.85303], [-2.88821, 2.09965, -2.34482], [-4.10299, 2.61610, -1.78705], [1.64979, 3.79433, -5.46004], [1.23954, 5.15041, -4.42935], [-0.09504, 4.14906, -5.08851], [1.48536, 1.56454, -4.73437], [-0.23486, 1.90962, -4.25891], [1.78958, 1.44322, -2.31356], [1.19473, 0.05337, -3.17176], [-0.69995, 2.03219, -1.99745], [-1.20053, -0.78949, -1.91929], [-1.41229, -0.02863, -3.43092], [-2.66227, 0.98093, -0.79103], [-3.41433, -0.01270, -2.11078], [-3.85352, 3.32132, -0.99426], [-4.76015, 1.87785, -1.32744], [-4.73194, 3.15180, -2.49806], [-2.73545, -2.43062, 1.01646], [-1.79167, -1.65800, 0.85096], [-3.79784, -2.58773, 0.24572], [-2.89450, -3.20412, 2.05106], [-4.62505, -3.04972, 0.59552], [-3.57256, -2.27837, -0.68897], [-2.08873, -3.28698, 2.65437], [-3.83713, -3.55108, 2.15665], [-1.02040, 0.50429, 3.57806], [-2.23116, 0.66266, 3.64554], [-0.28300, -0.53832, 3.89073], [-0.28073, 1.54529, 3.14092], [0.71023, -0.35826, 3.92507], [-0.73944, -1.41691, 4.09032], [-0.59516, 2.50497, 3.15642], [0.70288, 1.36855, 2.99474], [0.51200, -3.76897, 2.97322], [0.44177, -4.05234, 4.12933], [-0.11969, -4.41171, 2.02826], [1.32723, -2.85712, 2.46081], [-0.82483, -5.10447, 2.23557], [0.11035, -4.05965, 1.10998], [1.89862, -2.19735, 2.96907], [1.46414, -2.88005, 1.46040]],
  "lowdin_charge": [0.265, -0.022, 0.072, 0.062, 0.057, 0.162, 0.059, 0.010, -0.040, 0.018, -0.427, -0.082, -0.057, -0.058, -0.070, -1.109, -0.099, -0.153, -0.145, -0.108, -0.264, -0.391, -0.174, -0.052, -0.228, -0.182, -0.211, -0.126, 0.070, 0.069, 0.072, 0.121, 0.118, 0.114, 0.129, 0.109, 0.111, 0.117, 0.123, 0.106, 0.084, 0.077, 0.072, -0.724, 0.042, 0.146, 0.166, 0.101, 0.106, 0.099, 0.106, -0.766, -0.047, 0.187, 0.151, 0.045, 0.097, 0.098, 0.052, -0.815, 0.025, 0.151, 0.204, 0.109, 0.107, 0.121, 0.038],
  "fmax_ha_per_bohr": 0.1314,
  "e_homo_ev": [2.26, -0.45],
  "spin_multiplicity": 2,
  "energy_ha": -1523.83976,
  "s2": 0.75,
  "charge": -2
}